The following is a DFT calculation (ωB97M-V/def2-TZVPD) of a 10-piece molecular cluster, H20O10 overall in a non-equilibrium geometry.

Summary:
**Relative energy (zero: lowest compared OMol25 entry of this formula, charge and spin)**: 196.10 kcal per mole
**LUMO energy**: -0.2 eV
**Frontier orbital gap**: 9.48 eV
**Largest force on an atom**: 8.104 eV/Å
**Total energy**: -764.1694 a.u.
**Highest occupied orbital energy**: -9.659 eV

The geometry in ORCA input format:
```
! RIJCOSX wB97M-V def2-TZVPD def2/J DEFGRID3
* xyz 0 1
H -0.03192 0.11354 -0.35808
H -1.35677 0.80378 -0.18564
H 1.16303 1.42438 -0.35291
H -0.20233 1.77645 0.47356
H 4.95558 0.10639 -1.96017
H 4.40731 -1.06259 -1.11571
H -1.42961 3.84610 1.21650
H -0.47742 3.66753 2.42745
H -0.34574 0.72036 1.81397
H -1.31141 1.27849 2.84130
H -4.07213 0.09453 -1.19054
H -3.24121 1.06141 -0.42544
H 2.41986 -0.31601 2.93488
H 0.98346 -0.12946 2.47215
H -2.77061 -1.98799 0.51542
H -2.61228 -0.74192 -0.33610
H 0.31969 -1.64257 -4.01935
H 0.46665 -2.27737 -5.53303
H 2.51009 -3.07046 -0.27642
H 1.05354 -2.87134 0.08465
O -0.89265 0.07791 0.09320
O 0.69447 1.30152 0.46554
O 4.34141 -0.10602 -1.17115
O -0.97181 3.19190 1.82129
O -0.54128 1.45464 2.38846
O -3.64378 0.98558 -1.24538
O 1.72257 -0.76288 2.48303
O -3.32444 -1.27638 0.18940
O 0.26695 -2.44945 -4.54425
O 1.92076 -3.21007 0.49335
*
```